[1]
Below is CHN3O5 in the gas phase, with properties calculated with wB97M-V/def2-TZVPD.

Geometry as XYZ:
```
10
Properties=species:S:1:pos:R:3
C -0.10341 -1.44483 0.16920
N 0.66888 -0.13239 -0.02435
N -0.11754 1.08348 0.19352
N -1.45190 0.61862 0.07067
O 0.36890 -2.51600 0.14203
O 1.99618 -0.03102 -0.18455
O -1.31243 -1.00798 0.29545
O -2.44590 1.21324 0.43423
O 0.33604 2.18461 0.04087
H 2.06119 0.03228 -1.13707
```

As for the spin multiplicity: 1. The value obtained for the orbital gap (alpha / beta) is 8.009 / 8.326 eV.

Atom charges from the Mulliken analysis, given in e for atoms 1 to 2: 0.534, 0.134

---

[2]
Below is CHN3OS in the gas phase, with properties calculated with wB97M-V/def2-TZVPD.

Geometry as XYZ:
```
7
Properties=species:S:1:pos:R:3
S 1.95080 -0.09566 0.00297
C 0.19437 0.02003 -0.05932
N -0.61813 -1.04218 0.01869
N -1.75782 -0.71014 -0.01821
O -1.79859 0.60591 0.06836
N -0.53502 1.10696 -0.06817
H 2.38659 1.08056 0.23538
```

As for the spin multiplicity: 1. The value obtained for the orbital gap is 10.451 eV. The SMILES is Sc1nnon1.

Atom charges from the Mulliken analysis, given in e for atoms 1 to 2: -0.213, 0.631

---

[3]
Below is 2 unconnected molecules or ions with the total composition CHN4, with properties calculated with wB97M-V/def2-TZVPD.

Geometry as XYZ:
```
6
Properties=species:S:1:pos:R:3
C 0.89282 0.97656 -0.47952
N -1.89623 -1.07354 -0.16866
N 1.34082 1.81878 -1.15645
N -0.98403 -0.98539 0.52263
N -0.01557 -0.79452 1.15071
H 0.66218 0.05812 0.13128
```

As for the spin multiplicity: 1. The value obtained for the orbital gap is 8.805 eV. As for the total charge: -1.

Atom charges from the Mulliken analysis, given in e for atoms 1 to 2: 0.334, -0.638

---

[4]
Below is 4 unconnected molecules or ions with the total composition CHN5O3, with properties calculated with wB97M-V/def2-TZVPD.

Geometry as XYZ:
```
10
Properties=species:S:1:pos:R:3
C 3.60390 -2.71175 -0.44866
N -3.32920 3.49878 1.10008
N -3.00932 4.09753 1.96117
N 3.46540 -3.81133 -0.82245
N 4.23009 -0.93862 0.25809
N -3.89741 1.67514 -0.62287
O -3.68854 2.07100 -1.61534
O 3.51178 -0.41936 0.89652
O -3.91857 1.23117 0.38166
H 3.03187 -4.69256 -1.08820
```

As for the spin multiplicity: 1. The value obtained for the orbital gap is 10.344 eV. As for the total charge: +2.

Atom charges from the Mulliken analysis, given in e for atoms 1 to 2: 0.025, 0.178

---

[5]
Below is CHNO in the gas phase, with properties calculated with wB97M-V/def2-TZVPD.

Geometry as XYZ:
```
4
Properties=species:S:1:pos:R:3
N 0.50831 -0.46579 0.00994
C 1.68284 -0.15309 -0.03869
O 2.81397 0.11174 0.01268
H -0.27767 0.09427 0.10554
```

As for the spin multiplicity: 1. The value obtained for the orbital gap is 11.921 eV. The SMILES is N=C=O.

Atom charges from the Mulliken analysis, given in e for atoms 1 to 2: -0.459, 0.579

---

[6]
Below is 2 unconnected molecules or ions with the total composition CHNO2S, with properties calculated with wB97M-V/def2-TZVPD.

Geometry as XYZ:
```
6
Properties=species:S:1:pos:R:3
N -0.00516 -0.92262 0.54168
C 0.73747 -1.62650 -0.04148
O 1.41184 -2.42272 -0.52683
H -0.46331 -0.03929 0.84267
O 2.83297 1.33887 -0.59200
S 2.77420 0.26699 0.42832
```

As for the spin multiplicity: 1. The value obtained for the orbital gap (alpha / beta) is 7.696 / 7.739 eV. The SMILES is N=C=O.O=S.

Atom charges from the Mulliken analysis, given in e for atoms 1 to 2: -0.384, 0.540

---

[7]
Below is CHNO2S3 in the gas phase, with properties calculated with wB97M-V/def2-TZVPD.

Geometry as XYZ:
```
8
Properties=species:S:1:pos:R:3
O -2.97241 -0.44756 -0.40026
S -1.65982 -0.43973 0.14831
O -1.32064 -1.15799 1.35784
N -0.69626 0.66401 -0.41260
C 0.73592 0.67405 -0.18387
S 1.39990 1.90540 0.54535
S 1.59052 -0.85529 -0.36447
H 2.92279 -0.34290 -0.69030
```

As for the spin multiplicity: 1. The value obtained for the orbital gap is 7.796 eV. The SMILES is O=S(=O)=NC(=S)S.

Atom charges from the Mulliken analysis, given in e for atoms 1 to 2: -0.409, 0.919

---

[8]
Below is CHNO3 in the gas phase, with properties calculated with wB97M-V/def2-TZVPD.

Geometry as XYZ:
```
6
Properties=species:S:1:pos:R:3
O 1.55349 1.31908 -0.23668
C 0.94168 0.40703 0.14967
N 0.39838 -0.54940 0.61915
O -0.71557 -1.19549 0.37328
O -1.47615 -0.28528 -0.41764
H -0.70182 0.30407 -0.48778
```

As for the spin multiplicity: 1. The value obtained for the orbital gap is 10.172 eV. The SMILES is O=C=NOO.

Atom charges from the Mulliken analysis, given in e for atoms 1 to 2: -0.394, 0.541

---

[9]
Below is 2 unconnected molecules or ions with the total composition CHNO4S, with properties calculated with wB97M-V/def2-TZVPD.

Geometry as XYZ:
```
8
Properties=species:S:1:pos:R:3
C -0.11129 -0.15829 1.08026
N -0.07384 1.58481 -0.57979
O 0.67243 2.41436 -0.26315
O -0.76955 1.23444 -1.42179
O 0.10591 -2.74667 0.61754
O 1.04155 -1.00513 -0.98364
S 0.19430 -1.42040 0.06990
H -1.05951 0.09688 1.48068
```

As for the spin multiplicity: 1. The value obtained for the orbital gap (alpha / beta) is 8.296 / 8.700 eV.

Atom charges from the Mulliken analysis, given in e for atoms 1 to 2: -0.345, 0.803

---

[10]
Below is a molecular structure, CHNO4S, with properties calculated with wB97M-V/def2-TZVPD.

Geometry as XYZ:
```
8
Properties=species:S:1:pos:R:3
C -0.01161 0.74024 -0.53515
N -1.46084 -0.44651 0.01279
O -1.86349 -1.09251 -0.88559
O -1.78363 -0.32440 1.13507
O 2.53400 0.86984 0.14641
O 1.35499 -1.39282 0.15507
S 1.39749 0.03409 0.06447
H -0.16691 1.61205 -0.09307
```

As for the spin multiplicity: 1. The value obtained for the orbital gap is 9.227 eV.

Atom charges from the Mulliken analysis, given in e for atoms 1 to 2: -0.337, 0.790

---

[11]
Below is 2 unconnected molecules or ions with the total composition CHNO5S, with properties calculated with wB97M-V/def2-TZVPD.

Geometry as XYZ:
```
9
Properties=species:S:1:pos:R:3
C 0.73665 0.03034 0.25363
N 0.68090 -1.27624 0.12177
O 1.80299 -1.91247 -0.07109
O -1.46584 0.72956 1.48418
O -0.40317 -1.89701 0.25891
O -1.75841 0.53080 -1.01358
O -0.44549 2.30995 -0.01597
S -0.86238 0.89231 0.14456
H 1.71476 0.59277 -1.16241
```

As for the spin multiplicity: 1. The value obtained for the orbital gap is 7.181 eV. As for the total charge: -2.

Atom charges from the Mulliken analysis, given in e for atoms 1 to 2: -0.545, 0.843

---

[12]
Below is a molecular structure, CHO2Pt, with properties calculated with wB97M-V/def2-TZVPD.

Geometry as XYZ:
```
5
Properties=species:S:1:pos:R:3
H 0.78797 1.19443 -0.65491
O 0.08421 0.74929 -0.09110
C 0.79193 -0.41663 0.25964
O -0.05162 -1.33515 0.33107
Pt -1.61248 -0.19194 0.15530
```

As for the spin multiplicity: 4. The value obtained for the orbital gap (alpha / beta) is 7.865 / 7.033 eV.

Atom charges from the Mulliken analysis, given in e for atoms 1 to 2: 0.390, -0.307

---

Taking the records one at a time from the top gives strongest force on any atom values of 4.07 6.57 4.00 3.58 2.88 3.05 2.78 2.88 4.64 6.31 4.74 7.49 eV Å⁻¹.
Taking the records one at a time from the top gives total energy values of -15751.5355 -18402.6588 -7012.5397 -14619.9956 -4590.7030 -17471.1674 -39140.7698 -8679.7006 -21559.9026 -21561.0777 -23609.1394 -8387.1689 eV.
Taking the records one at a time from the top gives relative energy (zero: lowest compared OMol25 entry of this formula, charge and spin) values of 3.055 3.505 2.170 0.187 0.023 1.008 0.000 3.984 6.735 5.560 3.204 0.000 eV.